Computed, not measured: a molecular structure, C17H15CdF4N2O2S, with wB97M-V/def2-TZVPD.

```
42
C17H15CdF4N2O2S, DFT wB97M-V/def2-TZVPD
Cd -0.71 0.20 0.29
C 1.89 -1.82 0.85
N 1.58 -0.64 0.07
C 2.52 0.45 0.35
C 1.49 -0.89 -1.37
C 0.37 -1.86 -1.73
N -0.89 -1.40 -1.19
C -2.03 -2.03 -1.53
C -3.28 -1.51 -1.08
F -3.25 -0.40 -0.31
C -4.49 -2.07 -1.38
F -5.61 -1.49 -0.90
C -4.60 -3.20 -2.16
C -3.42 -3.74 -2.61
F -3.45 -4.85 -3.37
C -2.18 -3.19 -2.32
F -1.10 -3.85 -2.81
H 2.87 -2.24 0.57
H 1.13 -2.59 0.70
H 1.91 -1.56 1.90
H 3.55 0.17 0.07
H 2.50 0.69 1.41
H 2.22 1.33 -0.21
H 2.45 -1.29 -1.76
H 1.31 0.07 -1.85
H 0.63 -2.86 -1.39
H 0.34 -1.91 -2.83
H -5.56 -3.64 -2.40
O -0.84 4.14 -0.49
C -0.26 3.13 -0.10
O -0.09 2.03 -0.77
C 0.48 3.20 1.23
C 1.47 4.19 1.30
C 2.28 4.35 2.41
C 2.09 3.52 3.51
C 1.10 2.55 3.47
C 0.29 2.37 2.35
S -0.98 1.12 2.51
H 1.58 4.84 0.44
H 3.04 5.12 2.42
H 2.70 3.63 4.39
H 0.94 1.91 4.33
```

Results
* LUMO: 2.9 eV
* energy relative to the best compared isomer or geometry (same formula, charge and spin): 0.0379 eV
* Kohn-Sham gap: 7.7006 eV
* F_max: 0.33 eV/Å
* HOMO level: -4.799 eV
* total charge: -1
* DFT total energy: -51220.2345 eV